Arrangement 1

The following is a DFT calculation (ωB97M-V/def2-TZVPD) of a molecular structure, CH6NO2.

```
10
Properties=species:S:1:pos:R:3
N -1.27 -0.60 0.31
C -0.91 0.73 -0.22
O 0.44 0.94 -0.08
H -1.32 -0.70 1.31
H -0.54 -1.22 -0.01
H -1.47 1.51 0.35
H -1.11 0.78 -1.31
H 1.52 0.23 -0.02
H 2.20 -1.23 -0.40
O 2.46 -0.43 0.06
```

Multiplicity: 1
Frontier orbital gap: 8.2 eV
Total charge: -1

***

Arrangement 2

The following is a DFT calculation (ωB97M-V/def2-TZVPD) of 2 unconnected molecules or ions with the total composition CH6NO2.

```
10
Properties=species:S:1:pos:R:3
N 0.67 0.71 -1.92
C 0.53 0.73 -0.41
O 0.31 -0.45 0.15
H -0.19 0.23 -2.18
H 1.31 -0.08 -2.05
H -0.26 1.49 -0.21
H 1.46 1.25 -0.09
H -0.64 -0.81 1.13
H -1.68 -0.10 2.07
O -1.30 -0.97 1.96
```

Multiplicity: 1
Frontier orbital gap: 8.3 eV
Total charge: -1

***

List of relative energies, unit kJ/mol: arrangement 1 34.2; arrangement 2 0.0

***

Arrangement 1

The following is a DFT calculation (ωB97M-V/def2-TZVPD) of 2 unconnected molecules or ions with the total composition C2H7N5O.

```
15
Properties=species:S:1:pos:R:3
C 0.93 -0.30 -0.64
C -0.68 0.23 1.18
H -2.70 -0.49 -0.49
H -1.79 1.28 -1.06
H 1.51 -0.44 -2.57
H 0.01 0.19 -2.39
H 1.75 -1.07 0.92
H 0.17 0.62 2.85
H 1.32 0.39 1.40
N -1.64 -0.09 -0.82
N -0.44 -0.42 -0.08
N 0.86 0.31 -2.00
N 1.99 -0.60 0.03
N 0.47 0.05 2.03
O -1.76 0.35 1.63
```

Multiplicity: 1
Frontier orbital gap: 9.9 eV
Total charge: 0

***

Arrangement 2

The following is a DFT calculation (ωB97M-V/def2-TZVPD) of C2H7N5O in the gas phase.

```
15
Properties=species:S:1:pos:R:3
C -0.88 0.66 0.11
C 2.18 -0.52 -0.15
H -3.01 -1.01 0.77
H -2.89 -1.27 -0.99
H -0.31 -1.44 -0.77
H 0.84 1.80 0.30
H 1.69 0.68 -1.75
H 2.95 -1.00 -0.62
H 2.52 -0.95 1.80
N -2.30 -1.47 0.00
N -0.93 -0.79 -0.07
N 0.48 1.04 -0.34
N 1.35 0.09 -0.91
N 2.07 -0.33 1.12
O -1.79 1.57 0.36
```

Multiplicity: 1
SMILES: [H]/N=C/NNC(=O)NN
Frontier orbital gap: 10.0 eV
Total charge: 0

***

Arrangement 3

The following is a DFT calculation (ωB97M-V/def2-TZVPD) of C2H7N5O in the gas phase.

```
15
Properties=species:S:1:pos:R:3
C 0.05 0.23 1.86
C -0.51 -0.22 -0.88
H 1.52 1.29 0.31
H 1.04 2.88 0.75
H -0.46 -0.16 2.76
H 0.86 -1.59 1.52
H -0.82 0.78 -0.52
H -1.88 -0.38 -2.44
H -0.09 -2.16 -1.70
N 0.75 1.94 0.57
N 0.06 1.51 1.67
N 0.73 -0.70 1.03
N 0.24 -1.02 -0.24
N -0.89 -0.53 -2.19
O -0.59 -1.87 -2.50
```

Multiplicity: 1
SMILES: N/N=C\N/N=C/NO
Frontier orbital gap: 9.4 eV
Total charge: 0

***

List of relative energies, unit kJ/mol: arrangement 1 52.2; arrangement 2 75.2; arrangement 3 0.0

***

Arrangement 1

The following is a DFT calculation (ωB97M-V/def2-TZVPD) of a molecular structure, C3H7FO.

```
12
Properties=species:S:1:pos:R:3
C -0.13 -1.57 0.34
C 1.00 1.86 -0.60
C 0.41 -0.20 0.42
O 0.48 0.64 -0.50
F 0.99 0.14 1.66
H -0.75 -1.63 -0.65
H 0.68 -2.30 0.30
H -0.94 -1.71 1.10
H -2.11 -0.03 -0.06
H 0.89 2.32 -1.61
H 1.52 2.17 0.38
H -2.04 0.31 -0.78
```

Multiplicity: 1
Frontier orbital gap (spin up / spin down): 8.3 / 8.0 eV
Total charge: 0

***

Arrangement 2

The following is a DFT calculation (ωB97M-V/def2-TZVPD) of 2 unconnected molecules or ions with the total composition C3H7FO.

```
12
Properties=species:S:1:pos:R:3
C -0.87 -0.34 0.41
C 0.03 0.42 -0.38
C 1.52 0.47 0.12
H -2.37 -1.21 -0.88
H -1.00 -0.31 1.36
H -0.49 -1.36 0.49
H -0.14 1.58 -0.29
H -0.23 -0.26 -1.45
H 1.47 0.50 1.30
H 2.06 1.26 -0.29
O -2.26 -0.05 -0.17
F 2.28 -0.71 -0.22
```

Multiplicity: 1
Frontier orbital gap: 10.8 eV
Total charge: 0

***

List of relative energies, unit kJ/mol: arrangement 1 24.6; arrangement 2 0.0

***

Arrangement 1

The following is a DFT calculation (ωB97M-V/def2-TZVPD) of 2 unconnected molecules or ions with the total composition C3H10S3.

```
16
Properties=species:S:1:pos:R:3
C 0.59 -1.99 2.25
S 1.18 -0.63 1.01
S 3.17 -1.03 0.75
H 1.27 -1.80 3.06
H -0.50 -1.81 2.41
H 0.88 -2.83 1.70
H 3.60 -0.09 -0.08
C -1.37 -0.33 -0.73
S -2.25 1.26 -1.11
C -1.00 2.55 -1.71
H -2.05 -1.06 -1.13
H -0.39 -0.42 -1.17
H -1.08 -0.06 0.26
H -0.46 2.26 -2.67
H -0.11 2.56 -1.05
H -1.49 3.42 -1.80
```

Multiplicity: 1
SMILES: CSC.CSS
Frontier orbital gap: 8.6 eV
Total charge: 0

***

Arrangement 2

The following is a DFT calculation (ωB97M-V/def2-TZVPD) of 2 unconnected molecules or ions with the total composition C3H10S3.

```
16
Properties=species:S:1:pos:R:3
C -0.14 -3.37 -0.83
S -0.34 -2.51 0.74
S -1.46 -0.69 0.34
H -1.20 -3.27 -1.25
H 0.71 -3.06 -1.49
H -0.05 -4.42 -0.45
H -0.55 -0.03 1.01
C 2.14 1.80 -1.31
C 0.66 2.31 -1.12
S 0.28 2.82 0.66
H 2.56 1.11 -0.56
H 2.07 1.26 -2.19
H 2.78 2.70 -1.56
H -0.19 1.67 -1.34
H 0.78 3.25 -1.64
H 1.32 2.39 1.30
```

Multiplicity: 1
SMILES: CCS.CSS
Frontier orbital gap: 8.9 eV
Total charge: 0

***

List of relative energies, unit kJ/mol: arrangement 1 82.2; arrangement 2 0.0